Computed, not measured: a 10-piece molecular cluster, C21H51N12O23 overall, with ωB97M-V/def2-TZVPD.

```
107
C21H51N12O23 (ωB97M-V/def2-TZVPD)
C 1.91 0.66 1.10
C 1.33 -0.71 1.12
O 0.99 -1.27 2.09
O 1.13 -1.32 -0.09
C -0.09 -0.76 -0.61
C -0.71 -1.67 -1.62
C -0.81 -3.12 -1.12
C -2.09 -3.36 -0.30
C -1.83 -3.36 1.22
N -2.00 -2.06 1.89
C -3.11 -1.43 2.04
N -3.10 -0.24 2.70
C -3.81 0.74 1.87
O -3.14 0.83 0.65
C -5.25 0.30 1.82
C -5.45 -1.18 1.47
C -6.01 -1.26 0.04
O -5.24 -0.39 -0.78
O -5.20 -0.89 -2.09
N -4.22 -1.99 1.51
H 2.76 0.67 1.77
H 1.14 1.31 1.50
H 2.16 0.96 0.09
H -0.74 -0.61 0.25
H 0.07 0.22 -1.06
H -0.13 -1.67 -2.54
H -1.70 -1.26 -1.83
H -0.90 -3.73 -2.02
H 0.07 -3.46 -0.60
H -2.46 -4.35 -0.53
H -2.88 -2.69 -0.59
H -2.40 -4.10 1.76
H -0.79 -3.62 1.37
H -1.16 -1.64 2.27
H -2.14 0.06 2.87
H -3.78 1.68 2.42
H -3.67 1.38 0.06
H -5.67 0.46 2.81
H -5.79 0.98 1.17
H -6.25 -1.56 2.09
H -7.03 -0.88 0.06
H -5.97 -2.26 -0.35
H -4.48 -1.53 -2.08
H -4.41 -2.88 1.95
C 4.30 0.23 -3.17
N 3.45 1.34 -2.66
O 2.48 1.65 -3.31
O 3.79 1.87 -1.61
H 3.88 -0.14 -4.09
H 5.30 0.63 -3.32
H 4.31 -0.55 -2.41
C 5.57 1.08 -7.15
N 6.04 0.04 -6.19
O 7.19 0.07 -5.83
O 5.21 -0.79 -5.83
H 6.40 1.74 -7.37
H 5.22 0.58 -8.04
H 4.76 1.62 -6.66
C 0.68 -2.74 4.78
N -0.13 -3.87 5.31
O -1.13 -4.18 4.69
O 0.26 -4.41 6.32
H 0.21 -2.37 3.89
H 0.71 -1.97 5.55
H 1.68 -3.11 4.57
C 9.16 3.09 -10.31
N 8.54 2.92 -8.97
O 7.47 2.33 -8.90
O 9.15 3.37 -8.02
H 8.51 2.64 -11.05
H 9.26 4.16 -10.49
H 10.13 2.60 -10.29
C -1.48 -2.19 8.66
N -1.33 -0.81 8.11
O -0.77 -0.66 7.04
O -1.79 0.10 8.78
H -1.02 -2.88 7.96
H -0.97 -2.21 9.62
H -2.54 -2.38 8.77
C 7.84 5.19 -5.20
N 7.96 6.49 -5.93
O 8.86 7.23 -5.59
O 7.15 6.70 -6.80
H 8.62 5.13 -4.45
H 6.85 5.17 -4.74
H 7.94 4.40 -5.94
C -5.92 -4.05 9.82
N -4.59 -3.78 9.20
O -3.68 -4.54 9.45
O -4.51 -2.79 8.49
H -5.84 -4.95 10.41
H -6.18 -3.20 10.43
H -6.63 -4.18 9.00
C -7.82 0.86 -2.89
N -8.64 1.90 -2.21
O -9.73 2.16 -2.67
O -8.14 2.41 -1.21
H -8.37 0.49 -3.75
H -6.89 1.33 -3.20
H -7.63 0.07 -2.17
C 3.08 4.67 0.54
N 2.47 4.49 1.88
O 1.41 3.89 1.94
O 3.08 4.94 2.83
H 2.43 4.22 -0.20
H 3.17 5.74 0.36
H 4.05 4.19 0.55
```

Computed properties:
LUMO level (eV): -2.3
Highest occupied orbital energy (eV): -12.299
Charge: +1
Gap between HOMO and LUMO (eV): 10.04